Entry 1:
21
Properties=species:S:1:pos:R:3:forces:R:3:nbo_charge:R:1 method="wB97M-V/def2-TZVPD" charge=+2 gap_ha=0.4204 de_lowest_kcal_mol=108.3
C -0.038 -0.794 -0.491 -3.793 1.159 -0.795 0.211
C -2.768 -0.167 0.390 -0.507 4.149 0.502 -0.451
C 0.459 -1.072 0.817 2.071 -1.318 2.895 -0.284
C 1.079 1.401 0.433 -0.073 0.548 -2.493 -0.392
C 2.380 -0.324 -0.712 1.084 -2.313 0.259 -0.418
N -1.710 0.247 -0.566 2.602 -2.002 -2.683 -0.582
N 1.133 -0.033 -0.011 -0.375 0.299 -0.508 -0.221
H -0.189 -1.458 -1.381 0.900 0.884 0.771 0.311
H -3.464 -0.877 0.069 -0.304 -1.486 -0.958 0.271
H -3.374 0.764 0.533 0.168 -0.548 -0.327 0.271
H -2.446 -0.290 1.379 1.032 -0.781 1.234 0.240
H 0.049 -0.578 1.704 -0.458 -0.255 -0.343 0.284
H -1.294 1.225 -0.653 -1.456 -1.343 0.735 0.452
H 1.134 -1.971 1.210 -1.659 1.575 -1.546 0.331
H 1.588 1.560 1.342 0.825 -0.228 1.056 0.273
H 1.575 2.025 -0.398 -1.101 -0.829 1.375 0.269
H 0.044 1.627 0.581 -0.380 0.578 0.184 0.200
H 2.679 0.563 -1.212 0.764 0.631 -0.109 0.255
H 3.113 -0.819 -0.005 -0.610 1.095 -0.759 0.274
H 2.172 -1.055 -1.486 0.077 -0.254 -0.112 0.242
H -2.122 0.027 -1.542 1.191 0.440 1.624 0.465

Entry 2:
137
Properties=species:S:1:pos:R:3:forces:R:3:mulliken_spin:R:1 method="wB97M-V/def2-TZVPD" multiplicity=4 s_squared=3.79 charge=+2 gap_ha="0.1011 / 0.1658"
Cr 0.690 2.663 0.906 0.072 -1.754 -1.870 2.976
N 0.012 1.051 -0.022 -2.086 -2.310 1.997 -0.036
S 0.166 0.212 -1.360 4.027 2.113 -11.429 0.049
O -0.782 0.433 -2.447 -0.622 -0.838 2.978 -0.021
O 0.948 -0.983 -1.451 -0.866 0.205 1.673 -0.001
F 1.199 1.269 -1.879 1.647 0.700 -0.165 0.001
S -0.877 -0.261 0.549 -4.204 -3.717 8.032 0.051
O -0.213 -1.517 0.856 0.043 2.559 -0.939 0.001
O -2.234 -0.413 0.079 1.858 1.382 -0.624 -0.020
F -1.096 0.322 2.053 0.183 0.030 -1.426 0.000
C 0.237 1.826 -5.570 -0.793 -0.986 -1.835 0.000
N 1.309 0.878 -6.117 -0.339 0.112 -0.954 0.000
O 1.989 0.318 -5.289 0.267 -0.112 0.198 0.000
O 1.425 0.736 -7.341 -0.412 0.540 1.980 0.000
H -0.142 1.523 -4.594 1.063 0.403 0.237 0.000
H -0.626 1.631 -6.208 0.098 0.125 -0.364 0.000
H 0.568 2.837 -5.805 0.051 -0.168 0.667 0.000
O 0.973 3.705 -0.999 -0.349 0.897 -0.445 0.037
S 1.048 4.457 -2.291 0.846 1.198 -1.649 0.000
O 1.270 3.719 -3.549 -0.774 1.695 3.403 0.000
O -0.266 5.497 -2.384 2.170 -3.329 1.875 0.002
C -0.586 6.074 -3.645 -0.360 1.327 -0.858 0.000
C -1.963 5.623 -4.061 -0.210 -1.309 -0.025 0.000
C 2.327 5.830 -2.004 -1.113 -0.081 -0.196 -0.002
H 0.230 5.935 -4.355 -0.215 -0.228 -0.158 0.000
H -0.601 7.126 -3.359 -0.032 0.230 -0.481 0.000
H -1.999 4.550 -4.247 0.406 -0.248 0.148 0.000
H -2.390 6.001 -4.990 0.293 0.782 0.289 0.000
H -2.622 5.740 -3.201 -0.232 0.401 -0.260 0.000
H 2.604 6.309 -2.943 -0.106 -0.597 -0.327 0.000
H 3.228 5.596 -1.437 -0.345 -0.636 -0.053 0.000
H 1.710 6.580 -1.509 0.140 -0.174 0.385 0.000
O 2.647 2.110 0.314 0.553 0.516 0.756 -0.051
S 4.115 2.235 0.099 1.810 0.242 -1.306 -0.004
O 4.592 3.381 -0.706 -1.294 -2.355 2.338 -0.002
O 4.877 2.134 1.601 -3.949 -0.574 -2.431 0.001
C 5.980 2.942 1.746 2.824 2.255 2.648 0.000
C 6.198 3.368 3.267 0.323 -0.858 -0.100 0.000
C 4.722 0.655 -0.685 -1.107 0.546 0.783 -0.002
H 5.898 3.907 1.245 -0.077 -0.405 -0.547 0.000
H 6.843 2.358 1.428 0.222 0.429 -0.188 0.000
H 6.633 2.593 3.899 -0.250 -0.606 -0.302 0.000
H 5.325 3.712 3.821 -0.309 0.099 -0.536 0.000
H 6.969 4.128 3.392 -0.159 0.331 -0.703 0.000
H 5.763 0.535 -0.386 0.000 0.354 -0.386 -0.001
H 4.489 0.716 -1.748 0.399 0.331 0.005 0.000
H 4.153 -0.187 -0.292 -0.191 0.211 0.341 -0.001
O -1.896 -4.783 6.158 0.234 1.706 -1.669 0.000
S -1.642 -3.935 5.000 -0.215 -1.150 -0.280 0.000
O -0.542 -4.310 4.087 -1.943 1.278 1.452 0.000
O -3.099 -3.925 4.106 2.645 0.465 1.190 0.000
C -2.923 -3.636 2.702 -1.930 -0.270 -0.143 0.000
C -4.355 -3.449 2.173 -0.471 -0.697 -0.457 0.000
C -1.610 -2.094 5.490 -0.097 -2.261 -0.046 0.000
H -2.390 -4.465 2.236 -0.059 0.141 -0.072 0.000
H -2.437 -2.686 2.480 0.554 -0.014 0.445 0.000
H -5.113 -4.209 2.366 0.644 -0.723 0.639 0.000
H -4.357 -3.500 1.084 0.217 0.745 -0.164 0.000
H -4.872 -2.579 2.578 0.527 0.487 -0.275 0.000
H -2.474 -2.013 6.150 -0.334 0.190 -0.580 0.000
H -1.634 -1.606 4.516 -0.039 0.401 0.445 0.000
H -0.763 -1.873 6.140 0.363 -0.196 -0.604 0.000
O -1.266 3.588 0.318 -0.246 -0.133 0.362 -0.028
S -2.606 3.712 -0.262 -2.275 -1.797 -3.461 -0.008
O -2.820 3.437 -1.719 1.150 1.209 4.211 0.000
O -3.554 2.659 0.546 3.349 0.738 0.454 -0.001
C -4.883 2.558 0.136 -2.709 -0.565 -1.835 0.000
C -5.388 1.155 -0.262 0.999 -0.211 0.245 0.000
C -3.338 5.259 0.288 -0.258 -0.724 0.638 0.000
H -5.009 3.122 -0.789 -0.062 0.415 0.160 0.000
H -5.538 2.959 0.910 0.179 0.187 0.112 0.000
H -6.219 1.222 -0.965 -0.276 0.284 0.446 0.000
H -5.632 0.551 0.612 -0.193 0.020 -0.150 0.000
H -4.643 0.606 -0.838 0.321 0.114 0.140 0.000
H -2.951 5.385 1.299 0.435 0.500 -0.227 0.000
H -4.380 5.010 0.487 -0.143 -0.014 -0.498 0.000
H -3.290 6.114 -0.387 0.491 -0.296 0.049 0.000
O 1.419 1.261 2.476 0.074 1.141 -0.837 0.029
S 2.036 0.157 3.178 -0.723 -6.993 2.382 -0.011
O 1.166 -0.670 4.109 2.795 3.090 -3.363 0.000
O 2.695 -0.875 1.991 -0.417 3.024 2.102 0.003
C 3.339 -2.116 2.434 -0.891 -2.330 -1.452 0.000
C 2.351 -3.157 1.833 0.124 0.610 1.414 0.000
C 3.528 0.603 4.054 -0.817 0.709 -0.137 0.000
H 3.599 -2.323 3.472 -0.888 0.893 0.423 0.000
H 4.299 -2.279 1.946 0.083 0.942 -0.434 0.000
H 2.274 -2.977 0.761 0.152 -0.457 0.035 0.000
H 1.381 -2.927 2.274 -0.102 -0.119 -0.066 0.000
H 2.581 -4.170 2.160 0.236 -0.050 -0.514 0.000
H 3.192 1.499 4.577 0.480 0.229 0.105 0.001
H 4.312 0.774 3.316 -0.146 0.133 0.269 0.000
H 3.779 -0.153 4.798 -0.253 -0.159 -0.316 -0.001
O -2.856 -6.493 -1.633 1.822 0.584 -0.154 0.000
S -1.436 -6.466 -1.958 1.375 -0.604 -0.997 0.000
O -0.870 -7.463 -2.862 -1.134 1.917 1.557 0.000
O -0.983 -4.938 -2.629 -0.599 -3.222 0.839 0.000
C -1.690 -3.808 -2.172 0.522 1.029 -0.488 0.000
C -2.712 -3.340 -3.194 -1.445 -0.055 0.685 0.000
C -0.342 -6.357 -0.433 -0.915 0.464 -1.101 0.000
H -0.878 -3.089 -2.069 -0.084 0.505 0.007 0.000
H -2.071 -3.928 -1.158 -0.487 -0.252 -0.098 0.000
H -3.394 -2.616 -2.747 0.381 0.665 0.241 0.000
H -3.468 -4.103 -3.377 0.466 -0.581 -0.343 0.000
H -2.364 -2.928 -4.141 0.418 -0.272 0.220 0.000
H -0.811 -5.556 0.138 0.213 -0.055 0.203 0.000
H 0.637 -6.067 -0.815 -0.138 -0.021 -0.084 0.000
H -0.254 -7.273 0.152 -0.453 -0.073 -0.378 0.000
O -0.063 1.855 5.075 -1.125 0.259 -1.703 -0.001
S -1.041 2.487 4.218 -2.417 -1.006 3.052 0.014
O -0.715 2.784 2.829 0.321 0.861 -0.086 0.019
O -2.475 1.643 4.225 5.511 -1.376 0.235 0.002
C -3.644 2.276 3.950 -3.272 -0.670 -0.451 0.001
C -4.672 1.153 3.598 0.706 0.241 0.279 0.000
C -1.668 3.888 5.184 1.056 1.024 -1.899 0.002
H -3.525 2.921 3.079 -0.286 0.521 0.298 0.000
H -4.001 2.686 4.894 -0.135 0.930 -0.373 0.000
H -5.694 1.522 3.684 0.057 0.143 -0.492 0.000
H -4.621 0.335 4.317 0.261 0.135 0.234 0.000
H -4.414 0.704 2.639 -0.331 0.202 -0.157 0.000
H -0.741 4.414 5.410 -0.155 -0.005 0.704 0.000
H -2.330 3.647 6.016 0.568 -0.471 -0.061 0.000
H -2.185 4.555 4.494 -0.242 -0.080 0.009 0.000
O 2.134 -6.896 -2.883 0.234 0.651 -1.263 0.000
S 2.024 -6.490 -4.274 0.365 0.991 0.002 0.000
O 0.992 -7.068 -5.108 1.777 1.140 0.758 0.000
O 1.769 -4.805 -4.308 0.396 -2.233 -0.794 0.000
C 2.408 -3.878 -3.431 -0.435 -0.232 1.474 0.000
C 2.486 -2.545 -4.136 -1.224 -0.112 -0.356 0.000
C 3.799 -6.678 -5.048 -1.338 -0.057 0.761 0.000
H 3.299 -4.238 -2.917 0.462 -0.313 -0.707 0.000
H 1.718 -3.739 -2.598 -0.167 -0.176 0.258 0.000
H 3.234 -1.820 -3.814 0.263 -0.408 -0.210 0.000
H 1.516 -2.092 -3.932 0.014 0.391 -0.092 0.000
H 2.426 -2.747 -5.205 0.756 0.367 -0.095 0.000
H 4.149 -7.567 -4.523 -0.043 -0.062 -0.255 0.000
H 4.476 -5.858 -4.809 -0.497 0.220 0.309 0.000
H 3.787 -6.798 -6.131 -0.490 -0.123 0.200 0.000

Entry 3:
88
Properties=species:S:1:pos:R:3:forces:R:3:mulliken_spin:R:1 method="wB97M-V/def2-TZVPD" multiplicity=4 s_squared=4.17 charge=+2 gap_ha="0.1465 / 0.1756" de_lowest_kcal_mol=32.3
Re 0.136 -0.212 0.278 3.886 4.476 1.187 2.696
C -0.837 -7.153 -0.179 0.156 0.121 -0.271 0.001
C -1.590 -6.557 -1.109 0.304 -0.656 0.132 -0.001
C -3.070 -6.766 -1.277 -0.233 0.204 -0.166 0.000
C -3.911 -6.885 0.014 -0.232 -0.045 -0.298 0.000
C -3.488 -5.946 1.109 0.028 0.060 0.324 -0.001
C -2.581 -6.191 2.060 -0.710 -0.104 0.001 -0.001
C -1.765 -7.441 2.189 0.323 -0.174 0.110 0.000
C -1.318 -8.118 0.874 0.100 -0.259 0.191 0.000
C -0.444 1.472 1.428 -0.586 0.336 0.806 0.107
H 0.246 -6.993 -0.160 -0.288 0.186 -0.181 0.000
H -1.112 -5.969 -1.900 0.057 -0.085 0.298 -0.001
H -3.254 -7.662 -1.894 0.046 0.319 0.072 0.000
H -3.471 -5.909 -1.838 0.089 -0.192 -0.067 0.000
H -4.942 -6.607 -0.267 0.305 -0.302 0.168 0.000
H -3.945 -7.930 0.349 0.016 0.402 0.057 0.000
H -4.044 -5.006 1.111 0.122 -0.095 0.282 0.001
H -2.490 -5.515 2.912 0.002 -0.030 -0.386 0.000
H -2.318 -8.179 2.795 0.210 0.196 -0.093 0.000
H -0.852 -7.197 2.751 -0.253 -0.023 0.018 0.000
H -0.463 -8.761 1.143 -0.403 0.061 -0.185 0.000
H -2.111 -8.780 0.505 0.299 0.226 -0.055 0.000
H 0.492 1.808 1.912 -0.226 0.075 -0.156 0.010
H -1.241 1.402 2.189 0.400 0.224 -0.331 0.031
H -0.757 2.204 0.661 0.046 -0.133 0.408 0.000
P 0.069 -1.817 -1.292 -0.240 -4.456 -2.863 0.208
P -1.598 -1.171 1.365 -3.934 -1.646 1.867 0.208
C -1.240 -2.946 -0.692 -0.389 0.048 0.445 -0.027
C -2.037 -2.595 0.336 0.209 -0.281 -0.518 -0.060
C -0.287 -1.626 -3.091 -0.422 0.384 0.100 0.053
C -1.028 -2.597 -3.783 0.064 0.047 -0.020 -0.001
C -1.279 -2.451 -5.152 0.184 0.139 0.174 0.001
C -0.816 -1.319 -5.828 0.105 0.046 0.215 -0.002
C -0.108 -0.330 -5.135 -0.025 -0.247 0.027 -0.002
C 0.161 -0.493 -3.778 -0.070 0.023 0.065 -0.049
C 1.582 -2.896 -1.266 -0.174 0.349 -0.040 -0.054
C 2.139 -3.156 -0.015 0.376 -0.035 0.000 0.065
C 3.269 -3.972 0.098 -0.169 0.099 -0.020 0.026
C 3.821 -4.557 -1.047 -0.173 0.220 -0.042 0.009
C 3.270 -4.284 -2.305 -0.089 0.130 0.206 0.001
C 2.159 -3.442 -2.420 0.022 0.019 0.116 0.003
C -3.183 -0.278 1.656 0.209 0.161 -0.116 -0.041
C -3.742 0.419 0.576 -0.041 0.158 0.159 0.039
C -4.934 1.130 0.741 0.135 -0.149 0.037 0.010
C -5.585 1.126 1.980 0.277 -0.215 0.059 0.000
C -5.008 0.456 3.066 0.051 -0.020 -0.155 0.002
C -3.806 -0.240 2.911 0.210 0.041 -0.241 -0.001
C -1.078 -1.806 3.026 0.405 -0.172 -0.558 0.041
C -0.201 -1.045 3.805 0.195 0.088 0.053 -0.005
C 0.219 -1.514 5.052 -0.116 0.001 -0.116 0.010
C -0.238 -2.748 5.522 -0.099 0.075 -0.219 0.003
C -1.075 -3.537 4.720 0.013 0.251 -0.124 0.002
C -1.480 -3.074 3.463 0.016 0.114 0.086 0.015
H -1.327 -3.915 -1.186 -0.340 0.216 0.060 0.004
H -2.961 -3.124 0.573 0.410 -0.320 0.072 0.000
H -1.405 -3.468 -3.252 0.049 0.120 -0.244 -0.002
H -1.835 -3.222 -5.691 0.172 0.265 0.230 0.000
H -1.002 -1.203 -6.897 -0.001 -0.037 0.320 0.000
H 0.239 0.569 -5.646 -0.102 -0.298 0.091 0.000
H 0.710 0.275 -3.230 -0.212 -0.372 -0.515 0.023
H 1.702 -2.682 0.868 0.132 -0.272 0.002 -0.012
H 3.720 -4.129 1.079 -0.143 -0.056 -0.317 0.001
H 4.696 -5.205 -0.959 -0.300 0.226 -0.039 0.001
H 3.717 -4.709 -3.206 -0.155 0.096 0.291 0.000
H 1.748 -3.203 -3.398 0.107 -0.123 0.169 0.001
H -3.212 0.433 -0.381 -0.292 0.000 0.154 0.001
H -5.344 1.695 -0.097 0.059 -0.226 0.238 0.000
H -6.540 1.643 2.105 0.393 -0.105 -0.047 0.000
H -5.482 0.479 4.048 0.074 -0.006 -0.313 0.000
H -3.328 -0.732 3.758 -0.265 0.090 -0.137 0.000
H 0.167 -0.089 3.423 -0.130 -0.201 0.302 -0.049
H 0.904 -0.912 5.652 -0.245 -0.202 -0.163 0.000
H 0.060 -3.097 6.513 -0.065 0.068 -0.367 0.001
H -1.408 -4.511 5.083 0.071 0.291 -0.173 0.001
H -2.102 -3.680 2.809 0.112 0.085 0.279 0.002
C 0.899 0.925 -1.059 1.587 1.613 -2.311 -0.549
C 1.525 1.771 -1.816 -0.477 0.065 2.842 0.491
C 2.173 3.026 -1.818 -0.008 -0.113 -0.876 -0.043
C 3.430 3.228 -2.452 0.348 0.117 -0.075 -0.035
C 4.055 4.469 -2.407 -0.115 -0.429 -0.087 0.019
C 3.426 5.556 -1.776 -0.098 -0.336 0.042 -0.119
C 2.194 5.373 -1.130 -0.401 -0.410 0.060 0.022
C 1.566 4.132 -1.161 -0.175 0.456 0.250 -0.053
H 3.889 2.376 -2.954 -0.006 0.311 0.096 0.001
H 5.038 4.600 -2.862 -0.350 -0.045 0.062 -0.001
H 3.897 6.541 -1.787 -0.115 -0.325 0.058 -0.002
H 1.716 6.198 -0.600 0.173 -0.245 -0.241 0.000
H 0.601 3.978 -0.672 0.320 0.142 -0.152 -0.001

It is found that the E values, taken in the order of the records, are -8370.654; -233593.395; -65958.110 eV.